Below is a 3-piece molecular cluster, C8H24O4PS overall, with properties calculated with ωB97M-V with the def2-TZVPD basis set.

Total charge   +1
Gap between HOMO and LUMO   8.42 eV
Relative energy (zero: lowest compared OMol25 entry of this formula, charge and spin)   0.0000 eV

Each line ends with the Mulliken charge.
Positions of all 38 atoms, in Å:
C (0.5365, -4.3198, 1.1711)  -0.699
S (2.2800, -4.7787, 1.1005)  0.150
C (2.6764, -4.6214, -0.6520)  -0.928
P (3.4451, -2.9929, 1.8257)  0.343
O (2.3646, -1.9590, 1.2129)  -0.247
O (3.1018, -3.0554, 3.3889)  -0.438
H (0.3895, -3.5224, 1.8967)  0.226
H (0.2263, -3.9345, 0.2040)  0.288
H (-0.0136, -5.2174, 1.4408)  0.462
H (3.7511, -4.7638, -0.7521)  0.391
H (2.1510, -5.4200, -1.1706)  0.375
H (2.3707, -3.6449, -1.0200)  0.362
H (2.4107, -1.0513, 1.5430)  0.316
H (2.3497, -3.5280, 3.7655)  0.356
C (-0.1786, 0.2748, 2.2270)  -1.403
C (-0.5097, -0.2577, 0.8422)  0.560
C (-1.5356, 0.6057, 0.1364)  -1.235
O (-0.9430, -1.6262, 0.9159)  -0.482
H (-1.0776, 0.2982, 2.8482)  0.408
H (0.5537, -0.3584, 2.7345)  0.301
H (0.2104, 1.2919, 2.1709)  0.378
H (0.3979, -0.3040, 0.2349)  0.225
H (-2.4692, 0.6332, 0.7051)  0.421
H (-1.7505, 0.2148, -0.8576)  0.342
H (-1.1656, 1.6264, 0.0315)  0.179
H (-1.7552, -1.6366, 1.4369)  0.311
C (-1.7908, 3.4096, -3.1656)  -1.240
C (-1.4714, 4.0513, -1.8261)  0.610
C (-1.7552, 5.5426, -1.8225)  -1.441
O (-0.1237, 3.7731, -1.4353)  -0.552
H (-1.1752, 3.8539, -3.9527)  0.345
H (-1.5889, 2.3387, -3.1369)  0.296
H (-2.8369, 3.5608, -3.4339)  0.373
H (-2.0698, 3.5721, -1.0467)  0.236
H (-1.1422, 6.0452, -2.5760)  0.362
H (-1.5255, 5.9754, -0.8495)  0.347
H (-2.8016, 5.7414, -2.0553)  0.367
H (0.4640, 4.1836, -2.0796)  0.336

Below is one molecule with the formula C2Br2F2O, with properties calculated with ωB97M-V with the def2-TZVPD basis set.

SMILES string   O=C(Br)C(F)(F)Br
Gap between HOMO and LUMO   10.74 eV
Relative energy (zero: lowest compared OMol25 entry of this formula, charge and spin)   0.5085 eV

Each line ends with the Mulliken charge.
Positions of all 7 atoms, in Å:
O (1.5651, -0.1233, 1.6702)  -0.332
C (1.0591, -0.0656, 0.6406)  0.375
Br (1.7549, 0.6357, -0.9609)  -0.082
C (-0.7010, -0.5304, 0.4937)  0.467
F (-1.3923, -0.0758, 1.5228)  -0.174
F (-0.7316, -1.8469, 0.4881)  -0.180
Br (-1.5373, 0.0486, -1.0999)  -0.074

Below is C17H34N3OPSSiSn as an isolated structure, with properties calculated with ωB97M-V with the def2-TZVPD basis set.

Gap between HOMO and LUMO (alpha / beta)   5.08 / 5.08 eV
Relative energy (zero: lowest compared OMol25 entry of this formula, charge and spin)   2.1175 eV

Each line ends with the Mulliken charge.
Positions of all 59 atoms, in Å:
Sn (-0.2378, 0.0250, -0.4783)  0.475
Si (-1.8475, -1.1230, -2.1282)  0.711
P (0.2234, 2.0163, -2.1565)  0.868
N (-1.4802, 1.3086, 0.5307)  -0.291
H (2.6183, -2.2691, -0.3081)  0.114
C (1.5045, 3.2335, -1.7709)  -1.255
H (1.5487, 3.9870, -2.5692)  0.410
H (2.4849, 2.7489, -1.6799)  0.339
H (1.2767, 3.7338, -0.8217)  0.307
C (0.6732, 1.3224, -3.7776)  -1.029
H (0.8667, 2.1650, -4.4555)  0.444
H (-0.1341, 0.7058, -4.1942)  0.230
H (1.5845, 0.7119, -3.6992)  0.216
C (-1.3131, 2.9613, -2.4013)  -1.128
H (-1.1716, 3.6565, -3.2410)  0.442
H (-1.5461, 3.5294, -1.4912)  0.303
H (-2.1626, 2.3004, -2.6123)  0.246
C (-0.6967, -2.2937, -3.0428)  -1.023
H (-0.1107, -2.9598, -2.3966)  0.244
H (-0.0268, -1.7836, -3.7465)  0.240
H (-1.3961, -2.9129, -3.6221)  0.414
H (-2.9566, -1.8609, -1.4932)  -0.238
H (-2.4131, -0.0573, -2.9884)  -0.255
C (-2.6361, 1.7908, 0.9321)  0.266
C (-3.6016, 3.3111, 2.5925)  -0.482
C (-2.5104, 2.6607, 2.0706)  -0.295
C (-3.9655, 1.6113, 0.3538)  -0.274
C (-5.0411, 2.2757, 0.9009)  -0.397
C (-4.8707, 3.1200, 2.0150)  -0.438
H (-3.4603, 3.9680, 3.4538)  0.318
H (-1.4877, 2.7694, 2.4480)  0.225
H (-4.0472, 0.9434, -0.5204)  0.133
H (-6.0429, 2.1453, 0.4700)  0.326
H (-5.7266, 3.6323, 2.4393)  0.326
C (2.8318, -1.2885, -0.7561)  0.786
O (1.6919, -0.4651, -0.6536)  -0.580
C (3.9147, -0.6113, 0.0684)  -1.237
H (4.9139, -0.6760, -0.3677)  0.414
H (3.9652, -1.0518, 1.0670)  0.130
H (3.6826, 0.4472, 0.2069)  0.272
C (3.2118, -1.5260, -2.2050)  -1.399
H (3.8503, -0.7122, -2.5627)  0.371
H (2.3381, -1.5706, -2.8578)  0.204
H (3.7707, -2.4582, -2.3374)  0.402
S (-1.0762, -2.0634, 0.6876)  -0.581
C (0.0841, -2.2210, 1.9660)  0.319
N (0.4583, -1.1934, 2.7635)  0.072
C (1.2522, -1.3892, 4.0020)  -0.638
C (2.0018, -2.7038, 3.9409)  -0.380
C (1.0669, -3.8140, 3.4946)  -0.693
N (0.5801, -3.4513, 2.1493)  -0.172
H (-0.0419, -0.3279, 2.5870)  0.021
H (0.5690, -1.3717, 4.8622)  0.363
H (1.9161, -0.5250, 4.0726)  0.358
H (2.4431, -2.9455, 4.9114)  0.359
H (2.8130, -2.6078, 3.2103)  0.145
H (0.2191, -3.9260, 4.1917)  0.285
H (1.5606, -4.7756, 3.3658)  0.407
H (0.0851, -4.1454, 1.5815)  0.283

Below is one molecule with the formula C6H10S, with properties calculated with ωB97M-V with the def2-TZVPD basis set.

Gap between HOMO and LUMO (alpha / beta)   8.01 / 8.01 eV
Relative energy (zero: lowest compared OMol25 entry of this formula, charge and spin)   6.2518 eV

Each line ends with the Mulliken charge.
Positions of all 17 atoms, in Å:
C (-1.0361, 0.9644, -0.7704)  -0.713
C (-2.0283, -1.2626, -0.1012)  -0.309
C (0.3581, -1.2338, -0.5422)  -0.535
C (0.4084, 0.3457, -0.5891)  0.311
C (-0.7807, -1.3692, 0.4178)  -0.403
C (1.2956, 1.0261, 0.4741)  -1.343
S (-2.4781, 0.4313, 0.1702)  -0.088
H (-0.9921, 2.0313, -0.9356)  0.392
H (-2.2218, -1.4506, -1.1839)  0.346
H (0.3408, -1.8808, -1.4047)  0.378
H (1.3033, -1.4701, 0.0172)  0.265
H (0.9476, 0.7052, -1.4605)  0.256
H (-0.5983, -0.9191, 1.3768)  0.351
H (2.1354, 0.4211, 0.7302)  0.375
H (0.6474, 1.1972, 1.3714)  0.285
H (1.7651, 2.0192, 0.1748)  0.351
H (-2.6233, 0.0772, 1.6854)  0.081

Below is C30H36N4Y as an isolated structure, with properties calculated with ωB97M-V with the def2-TZVPD basis set.

Total charge   -1
Gap between HOMO and LUMO (alpha / beta)   3.05 / 3.00 eV

Each line ends with the Mulliken charge.
Positions of all 71 atoms, in Å:
Y (0.2399, 0.3365, -0.4307)  0.264
N (0.2071, 2.6055, -1.0332)  0.092
N (-1.8422, 0.1890, -2.2255)  0.577
C (0.0347, -1.3442, 1.5828)  0.873
C (-1.0698, -0.4371, 1.6958)  0.816
C (-0.5444, 0.8658, 1.9726)  0.560
C (-1.3238, 2.1121, 2.1998)  -2.040
H (-2.3947, 1.9459, 2.0298)  0.457
H (-0.9944, 2.9260, 1.5395)  0.249
H (-1.2023, 2.4696, 3.2336)  0.423
C (0.8799, 0.7598, 2.0597)  0.740
C (1.8112, 1.8588, 2.4220)  -1.821
H (2.0117, 1.8689, 3.5051)  0.327
H (1.3995, 2.8392, 2.1512)  0.315
H (2.7784, 1.7586, 1.9139)  0.263
C (1.2360, -0.6056, 1.8267)  0.998
C (2.6079, -1.1669, 1.9109)  -1.743
H (3.3443, -0.5266, 1.4083)  0.216
H (2.6590, -2.1554, 1.4371)  0.378
H (2.9220, -1.2803, 2.9591)  0.337
C (-2.5174, -0.7893, 1.6487)  -1.774
H (-3.0649, -0.3253, 2.4837)  0.400
H (-2.6636, -1.8752, 1.7113)  0.481
H (-2.9857, -0.4413, 0.7154)  0.111
C (-0.0350, -2.8079, 1.2994)  -1.743
H (0.5787, -3.0824, 0.4256)  0.137
H (-1.0615, -3.1217, 1.0738)  0.209
H (0.3286, -3.4034, 2.1528)  0.410
C (1.1595, 3.5379, -1.2651)  -0.349
H (1.9711, 3.5720, -0.5384)  0.476
C (1.0884, 4.3927, -2.3574)  -0.861
H (1.8931, 5.1034, -2.5173)  0.348
C (-0.0282, 4.3267, -3.1990)  -0.480
H (-0.1086, 5.0137, -4.0420)  0.319
C (-1.0322, 3.4121, -2.9393)  -0.848
H (-1.9397, 3.3427, -3.5404)  0.340
C (-0.8700, 2.4929, -1.8745)  0.804
C (-1.8059, 1.4134, -1.5435)  -1.266
H (-2.6750, 1.6344, -0.9062)  0.158
C (-1.1379, -0.9396, -1.8048)  -0.479
C (-2.6838, -0.1428, -3.3107)  -0.569
H (-3.2616, 0.6079, -3.8181)  0.493
C (-2.5716, -1.4641, -3.4910)  -0.799
H (-3.0372, -2.1015, -4.2215)  0.508
N (-1.6715, -1.9456, -2.5339)  1.205
C (-1.3826, -3.3118, -2.2415)  -0.335
C (-2.2904, -4.0557, -1.4734)  0.941
C (-1.9529, -5.3716, -1.1348)  -1.010
H (-2.6540, -5.9724, -0.5542)  0.273
C (-0.7318, -5.9294, -1.5238)  0.895
C (-0.4135, -7.3685, -1.2353)  -1.481
H (0.3805, -7.4584, -0.4820)  0.296
H (-0.0639, -7.8905, -2.1369)  0.353
H (-1.2996, -7.8871, -0.8579)  0.369
C (0.2002, -5.1212, -2.1730)  -1.115
H (1.1876, -5.5217, -2.4218)  0.297
C (-0.1039, -3.8038, -2.5304)  1.426
C (0.9111, -2.9410, -3.2012)  -1.694
H (0.5169, -2.4581, -4.1042)  0.253
H (1.7580, -3.5679, -3.5039)  0.552
H (1.3127, -2.1591, -2.5362)  0.081
C (-3.5725, -3.4523, -0.9896)  -1.481
H (-4.3183, -3.3626, -1.7920)  0.347
H (-3.4327, -2.4554, -0.5460)  0.113
H (-4.0074, -4.0931, -0.2122)  0.381
C (4.8125, 1.8469, -1.3565)  -1.496
C (3.5329, 1.2491, -1.0646)  0.743
N (2.4939, 0.7447, -0.8777)  -0.210
H (5.5786, 1.0574, -1.4149)  0.408
H (5.0810, 2.5547, -0.5528)  0.260
H (4.7692, 2.3899, -2.3176)  0.323

Below is a 2-piece molecular cluster, C2H9N2S2 overall, with properties calculated with ωB97M-V with the def2-TZVPD basis set.

Total charge   +1
Gap between HOMO and LUMO   8.57 eV
Relative energy (zero: lowest compared OMol25 entry of this formula, charge and spin)   1.2131 eV

Each line ends with the Mulliken charge.
Positions of all 15 atoms, in Å:
C (-1.3179, -1.7993, -0.9040)  -0.636
S (0.2496, -1.0487, -1.8202)  -0.096
S (-0.4914, 1.0254, -2.0541)  -0.299
H (-1.1554, -1.5232, 0.1404)  0.209
H (-1.3748, -2.8955, -1.0970)  0.321
H (-2.1285, -1.2539, -1.3450)  0.315
H (-0.1112, 1.3430, -3.3315)  0.228
N (0.6869, 1.7383, 0.6564)  -0.325
C (0.7956, 1.0582, 1.7757)  0.232
N (1.1245, -0.2443, 1.6541)  -0.317
H (0.8790, 1.1793, -0.2200)  0.159
H (-0.1124, 2.3497, 0.6646)  0.318
H (0.3261, 1.4588, 2.6213)  0.419
H (1.1024, -0.8475, 2.5058)  0.267
H (1.5275, -0.5404, 0.7534)  0.205

Number 1: strongest force on any atom 0.4 eV/A. Number 2: strongest force on any atom 4.6 eV/A. Number 3: strongest force on any atom 4.3 eV/A. Number 4: strongest force on any atom 3.7 eV/A. Number 5: strongest force on any atom 3.1 eV/A. Number 6: strongest force on any atom 4.2 eV/A.